No. 1
Entry from OMol25: the ion C8H20BN3O4P with charge +1 (the ωB97M-V functional and the def2-TZVPD basis).

ORCA input file:
```
! RIJCOSX wB97M-V def2-TZVPD def2/J DEFGRID3
* xyz 1 1
C -0.23 0.11 -3.71
C 0.51 1.01 -2.58
C 0.99 0.20 -1.22
C 1.36 -1.37 -1.45
C -0.05 0.55 -0.03
C -1.04 -0.51 0.68
P -1.81 -2.00 -0.20
O -0.87 -3.31 -0.20
O -3.20 -2.49 0.80
O -2.50 -1.66 -1.78
N -0.47 -0.92 2.06
C 0.97 -0.46 1.99
N 1.99 -1.16 2.58
N 0.91 0.79 1.15
B 0.81 2.13 1.85
C -0.55 2.80 2.51
O 2.07 2.94 1.97
H -0.21 0.74 -4.72
H 0.28 -0.91 -3.97
H -1.38 -0.01 -3.45
H -0.14 1.95 -2.30
H 1.51 1.42 -3.08
H 2.02 0.72 -0.91
H 1.39 -1.89 -0.37
H 2.44 -1.45 -1.89
H 0.55 -1.99 -2.05
H -0.69 1.54 -0.23
H -2.00 0.16 0.93
H -3.55 -1.67 1.25
H -3.48 -1.50 -1.62
H -0.66 -1.92 2.27
H 2.68 -1.67 1.96
H 2.08 -1.34 3.62
H -1.39 1.96 2.40
H -0.84 3.72 1.82
H -0.35 3.11 3.63
H 2.83 2.34 2.31
*
```

LUMO energy, eV: -5.54
HOMO energy, eV: -13.58
Kohn-Sham gap, eV: 8.042
Structure (SMILES): CC[C@H](C)[C@H]1[C@@H](P(=O)(O)O)NC(N)=[N+]1B(C)O

These are the natural (NBO) partial charges, in e, on atoms 1 to 4: number 1, C, carries -0.651; number 2, C, carries -0.415; number 3, C, carries -0.247; number 4, C, carries -0.647

***

No. 2
Entry from OMol25: a structure of composition C8H20Br6N3OP (the ωB97M-V functional and the def2-TZVPD basis).

ORCA input file:
```
! RIJCOSX wB97M-V def2-TZVPD def2/J DEFGRID3
* xyz 0 1
C -4.00 3.20 -0.79
Br -4.56 4.76 -1.79
Br -4.39 3.41 1.10
Br -2.10 2.88 -1.01
H -4.52 2.32 -1.14
C -7.67 1.51 -1.25
Br -6.79 1.94 -2.93
Br -9.21 0.33 -1.64
Br -8.25 3.08 -0.32
H -7.00 0.92 -0.64
O -0.16 -0.58 -0.01
P 1.29 -0.77 0.27
N 1.75 -0.99 1.87
C 1.27 -2.22 2.51
C 1.65 0.17 2.77
N 2.22 0.53 -0.26
C 1.56 1.61 -1.00
C 3.66 0.63 -0.04
N 1.89 -2.17 -0.48
C 3.19 -2.75 -0.18
C 1.37 -2.55 -1.78
H 1.45 -3.06 1.84
H 0.19 -2.18 2.68
H 1.76 -2.34 3.48
H 1.90 1.07 2.22
H 2.31 -0.04 3.61
H 0.61 0.34 3.07
H 1.65 1.42 -2.07
H 0.52 1.71 -0.72
H 2.06 2.55 -0.78
H 3.86 0.45 1.02
H 4.18 -0.06 -0.70
H 3.96 1.67 -0.18
H 3.97 -2.29 -0.79
H 3.44 -2.64 0.87
H 3.19 -3.82 -0.42
H 2.04 -2.23 -2.59
H 0.38 -2.15 -1.98
H 1.35 -3.65 -1.82
*
```

LUMO energy, eV: -0.14
HOMO energy, eV: -8.43
Kohn-Sham gap, eV: 8.291

These are the natural (NBO) partial charges, in e, on atoms 1 to 4: number 1, C, carries -0.482; number 2, Br, carries 0.094; number 3, Br, carries 0.072; number 4, Br, carries 0.091

***

No. 3
Entry from OMol25: the ion C8H20IN3 with charge +2 (the ωB97M-V functional and the def2-TZVPD basis).

ORCA input file:
```
! RIJCOSX wB97M-V def2-TZVPD def2/J DEFGRID3
* xyz 2 1
C -0.71 0.16 0.91
C 1.60 0.40 2.86
C -0.84 -2.16 0.07
C -2.92 -0.99 0.33
C 3.82 0.58 -2.39
C -1.89 1.04 -1.82
C 1.03 1.45 1.90
C -1.41 -0.83 -0.05
N 0.99 0.42 -0.37
N 0.41 0.73 0.77
N -1.27 -0.35 -1.50
I 3.00 0.14 -0.46
H -1.28 0.40 1.76
H 1.03 -0.56 2.87
H 2.67 0.25 2.56
H 1.43 0.77 3.84
H 0.20 -2.44 -0.30
H -0.67 -2.30 1.11
H -1.48 -2.97 -0.17
H -2.91 -1.49 1.26
H -3.52 -1.52 -0.51
H -3.55 -0.01 0.48
H 4.72 1.14 -1.99
H 4.16 -0.28 -2.93
H 3.18 1.31 -2.84
H -3.08 0.93 -1.85
H -1.67 1.66 -0.99
H -1.48 1.47 -2.74
H 2.02 1.90 1.60
H 0.39 2.28 2.27
H -1.76 -0.95 -2.09
H -0.20 -0.18 -1.60
*
```

LUMO energy, eV: -7.87
HOMO energy, eV: -16.07
Kohn-Sham gap, eV: 8.197
ΔE to the lowest compared entry with this formula, charge and spin, kJ/mol: 1.7

These are the natural (NBO) partial charges, in e, on atoms 1 to 4: number 1, C, carries 0.123; number 2, C, carries -0.627; number 3, C, carries -0.670; number 4, C, carries -0.634

***

No. 4
Entry from OMol25: a structure of composition C8H20LiNO8P (the ωB97M-V functional and the def2-TZVPD basis).

ORCA input file:
```
! RIJCOSX wB97M-V def2-TZVPD def2/J DEFGRID3
* xyz -1 1
C -1.49 -2.75 2.38
N -0.03 -2.72 2.00
C 0.76 -3.24 3.18
C 0.13 -3.42 0.78
C 0.40 -1.26 1.86
C 1.93 -0.95 1.83
O 2.17 0.38 1.37
H -2.22 -2.37 1.65
H -1.76 -2.04 3.02
H -1.75 -3.80 2.58
H 0.46 -2.75 4.06
H 1.80 -3.34 3.08
H 0.44 -4.44 3.40
H -0.29 -4.45 0.82
H 1.14 -3.22 0.35
H -0.59 -2.99 0.01
H 0.21 -0.42 2.35
H 0.14 -0.85 0.91
H 2.41 -1.43 0.84
H 2.51 -0.96 2.68
H 1.83 0.51 0.49
Li 0.10 1.33 -1.75
P 1.05 -0.69 -2.09
O -0.34 -0.60 -1.58
O 1.62 0.36 -1.03
O 0.90 0.28 -3.18
O 1.72 -1.94 -2.24
C 1.06 4.57 -3.04
O -0.40 4.78 -2.94
C -1.16 4.12 -2.27
O -0.67 3.28 -1.51
O -2.52 4.41 -2.30
C -3.38 3.35 -1.71
H 1.37 3.59 -3.45
H 1.34 4.83 -2.09
H 1.55 5.20 -3.75
H -4.15 3.87 -1.41
H -2.80 3.14 -0.76
H -3.51 2.63 -2.54
*
```

LUMO energy, eV: 2.12
HOMO energy, eV: -1.43
Kohn-Sham gap, eV: 3.544
ΔE to the lowest compared entry with this formula, charge and spin, kJ/mol: 0.0

These are the natural (NBO) partial charges, in e, on atoms 1 to 4: number 1, C, carries -0.413; number 2, N, carries -0.211; number 3, C, carries -0.380; number 4, C, carries -0.484

***

No. 5
Entry from OMol25: a cluster of 2 separate species, C8H20N3O in total (the ωB97M-V functional and the def2-TZVPD basis).

ORCA input file:
```
! RIJCOSX wB97M-V def2-TZVPD def2/J DEFGRID3
* xyz 1 1
C 2.14 0.43 -0.15
C 1.27 1.70 -0.01
C -0.21 -0.12 0.04
C -2.65 -0.33 -0.04
C -1.11 -2.29 0.38
C -1.08 2.34 0.13
C -0.21 1.33 -1.97
C 2.27 -2.51 0.90
N 1.06 -0.62 0.00
N -1.29 -0.83 -0.02
N -0.13 1.29 -0.44
O 1.40 -1.43 1.16
H 2.60 0.38 -1.09
H 3.08 0.34 0.55
H 1.16 1.87 1.11
H 1.71 2.56 -0.56
H -0.91 0.85 2.14
H -3.21 -1.00 -0.66
H -3.27 -0.42 0.95
H -2.63 0.65 -0.44
H -0.94 -2.35 1.49
H -2.00 -2.84 0.20
H -0.10 -2.78 0.00
H -0.36 3.23 0.09
H -2.03 2.54 -0.46
H -1.14 2.06 1.18
H 0.69 1.22 -2.58
H -0.97 0.59 -2.38
H -0.54 2.42 -2.26
H 2.99 -2.14 0.14
H 1.62 -3.46 0.74
H 2.79 -2.70 1.87
*
```

LUMO energy (alpha / beta), eV: -3.31 / -3.49
HOMO energy (alpha / beta), eV: -10.56 / -10.07
Kohn-Sham gap (alpha / beta), eV: 7.256 / 6.589
ΔE to the lowest compared entry with this formula, charge and spin, kJ/mol: 737.5

These are the natural (NBO) partial charges, in e, on atoms 1 to 4: number 1, C, carries -0.253; number 2, C, carries -0.245; number 3, C, carries 0.682; number 4, C, carries -0.410

***

No. 6
Entry from OMol25: an isolated molecule of C8H20N3P (the ωB97M-V functional and the def2-TZVPD basis).

ORCA input file:
```
! RIJCOSX wB97M-V def2-TZVPD def2/J DEFGRID3
* xyz 0 1
C -3.07 0.52 -0.23
N -1.71 0.67 -0.24
P -0.41 -0.19 -0.03
N -0.22 -1.87 -0.35
C -1.50 -2.54 -0.67
C 0.84 -2.68 0.03
N 0.42 -0.10 1.86
C 0.72 1.19 2.34
C 1.63 1.94 1.31
C 1.27 1.90 -0.13
C 1.07 0.53 -0.86
C 1.01 0.82 -2.32
H -3.45 0.46 -1.28
H -3.44 1.56 0.20
H -3.54 -0.25 0.43
H -2.11 -1.69 -0.56
H -1.45 -2.91 -1.68
H -1.81 -3.26 0.04
H 1.70 -1.98 0.29
H 0.63 -3.20 1.04
H 1.24 -3.44 -0.71
H -0.12 -0.63 2.51
H 1.27 1.27 3.35
H -0.19 1.81 2.55
H 2.63 1.55 1.41
H 1.62 3.03 1.70
H 0.28 2.39 -0.35
H 2.14 2.51 -0.62
H 1.90 -0.19 -0.63
H 0.13 1.54 -2.51
H 0.70 -0.08 -2.85
H 1.81 1.29 -3.03
*
```

LUMO energy, eV: 0.84
HOMO energy, eV: -7.99
Kohn-Sham gap, eV: 8.830
ΔE to the lowest compared entry with this formula, charge and spin, kJ/mol: 127.2
Structure (SMILES): CN=[P@]1(N(C)C)NCCC[C@@H]1C

These are the natural (NBO) partial charges, in e, on atoms 1 to 4: number 1, C, carries -0.408; number 2, N, carries -1.060; number 3, P, carries 2.025; number 4, N, carries -0.778

***

No. 7
Entry from OMol25: a cluster of 2 separate species, C8H20O3P in total (the ωB97M-V functional and the def2-TZVPD basis).

ORCA input file:
```
! RIJCOSX wB97M-V def2-TZVPD def2/J DEFGRID3
* xyz 1 1
C 5.46 -0.49 0.71
C 5.37 1.10 0.31
O 4.44 1.90 1.13
C 3.15 2.12 0.41
C 2.28 0.74 0.63
P 0.41 1.00 0.91
O -0.58 0.63 -0.47
H 4.49 -0.93 1.19
H 5.61 -1.08 -0.32
H 6.38 -0.73 1.40
H 5.10 1.16 -0.83
H 6.46 1.55 0.52
H 3.31 2.41 -0.73
H 2.58 3.05 0.88
H 2.56 0.00 -0.24
H 2.71 0.25 1.63
H 0.25 2.35 1.42
H -0.03 0.12 2.01
H -1.03 -0.24 -0.26
C -5.39 -1.19 -0.17
C -5.14 -1.28 -1.65
C -3.76 -0.69 -1.78
O -3.07 -0.97 -0.55
C -4.02 -1.46 0.40
H -6.15 -1.88 0.19
H -5.71 -0.17 0.09
H -5.12 -2.34 -1.96
H -5.89 -0.77 -2.26
H -3.80 0.40 -1.89
H -3.20 -1.10 -2.62
H -3.85 -2.53 0.53
H -3.86 -0.96 1.36
*
```

LUMO energy, eV: -4.09
HOMO energy, eV: -12.58
Kohn-Sham gap, eV: 8.487

These are the natural (NBO) partial charges, in e, on atoms 1 to 4: number 1, C, carries -0.668; number 2, C, carries -0.098; number 3, O, carries -0.536; number 4, C, carries -0.079

***

No. 8
Entry from OMol25: a structure of composition C8H21AlClIOP2 (the ωB97M-V functional and the def2-TZVPD basis).

ORCA input file:
```
! RIJCOSX wB97M-V def2-TZVPD def2/J DEFGRID3
* xyz 2 1
C 1.48 -0.15 -0.14
I -0.23 2.16 0.13
H 1.91 -1.17 -0.20
H 1.93 0.34 0.72
H 1.78 0.37 -1.05
Al -0.52 -0.89 0.02
P -0.14 -0.36 2.46
C 0.74 1.04 3.26
C -1.74 -0.33 3.33
H -1.57 -0.64 4.37
H 0.50 -1.70 4.35
H -2.43 -1.04 2.87
H 0.35 -2.68 2.87
H 0.15 1.96 3.16
H -2.18 0.67 3.26
C 0.71 -1.74 3.27
H 0.90 0.83 4.32
H 1.79 -1.68 3.08
H 1.70 1.23 2.78
P -0.60 -0.15 -2.41
C 0.14 1.32 -3.22
C 0.08 -1.45 -3.49
H -2.93 -0.81 -2.44
H -2.36 -0.28 -4.04
H -2.73 0.93 -2.74
C -2.33 -0.07 -2.97
H -0.18 -2.43 -3.10
H -0.33 -1.33 -4.49
H 0.07 1.23 -4.31
H 1.19 1.44 -2.95
H 1.18 -1.38 -3.51
H -0.38 2.23 -2.91
Cl -1.55 -2.76 0.03
O 2.84 4.21 -0.09
C 2.80 3.08 -0.25
*
```

LUMO energy (alpha / beta), eV: -10.51 / -11.08
HOMO energy (alpha / beta), eV: -16.74 / -16.99
Kohn-Sham gap (alpha / beta), eV: 6.234 / 5.909
ΔE to the lowest compared entry with this formula, charge and spin, kJ/mol: 31.3

These are the natural (NBO) partial charges, in e, on atoms 1 to 4: number 1, C, carries -0.893; number 2, I, carries 0.229; number 3, H, carries 0.283; number 4, H, carries 0.240

***

No. 9
Entry from OMol25: a structure of composition C8H21B2BeF8NO4 (the ωB97M-V functional and the def2-TZVPD basis).

ORCA input file:
```
! RIJCOSX wB97M-V def2-TZVPD def2/J DEFGRID3
* xyz 0 1
Be 4.11 -17.97 9.08
B 2.21 -17.03 11.51
F 2.94 -18.11 10.89
F 1.41 -17.56 12.53
F 3.14 -16.11 11.98
F 1.33 -16.41 10.60
B 5.79 -15.82 8.97
F 4.37 -15.85 8.76
F 6.38 -15.00 8.02
F 6.20 -15.58 10.25
F 6.13 -17.21 8.67
C 1.69 -15.74 7.70
O 2.06 -17.05 8.09
C 0.95 -17.90 8.12
C 1.46 -19.17 8.78
N 2.81 -19.57 8.33
C 2.89 -19.68 6.86
C 4.23 -19.17 6.46
O 4.32 -17.82 6.87
C 4.56 -16.85 5.86
H 2.60 -15.32 7.27
H 1.42 -15.09 8.53
H 0.94 -15.66 6.91
H 0.62 -18.11 7.10
H 0.05 -17.60 8.67
H 0.74 -19.99 8.81
H 1.61 -18.90 9.83
H 2.76 -20.56 8.55
H 2.18 -19.11 6.27
H 2.73 -20.69 6.48
H 4.46 -19.30 5.39
H 5.08 -19.68 6.92
H 4.83 -15.95 6.40
H 3.77 -16.67 5.12
H 5.43 -17.19 5.28
C 5.96 -19.85 10.45
C 6.41 -18.52 10.99
O 5.23 -17.73 10.81
O 5.71 -19.81 9.08
H 5.02 -20.21 10.88
H 6.68 -20.62 10.80
H 7.26 -18.16 10.40
H 6.78 -18.57 12.01
H 5.00 -17.33 11.65
H 6.37 -20.25 8.54
*
```

LUMO energy, eV: -0.18
HOMO energy, eV: -10.34
Kohn-Sham gap, eV: 10.158
ΔE to the lowest compared entry with this formula, charge and spin, kJ/mol: 52.5

These are the natural (NBO) partial charges, in e, on atoms 1 to 4: number 1, Be, carries 1.683; number 2, B, carries 1.349; number 3, F, carries -0.602; number 4, F, carries -0.556

***

No. 10
Entry from OMol25: a structure of composition C8H21BBiF4IOP2 (the ωB97M-V functional and the def2-TZVPD basis).

ORCA input file:
```
! RIJCOSX wB97M-V def2-TZVPD def2/J DEFGRID3
* xyz 2 1
C 1.03 -0.04 -3.18
I -3.02 -0.27 -1.97
H 2.11 0.01 -2.95
H 0.72 0.84 -3.77
H 0.78 -0.94 -3.75
Bi -0.23 -0.09 -1.28
P 0.11 2.66 -0.42
C -1.53 3.44 -0.35
C 0.83 3.17 1.16
H 0.77 4.26 1.26
H 0.81 4.76 -1.42
H 1.88 2.85 1.20
H 2.11 3.54 -1.46
H -2.05 3.12 0.55
H 0.30 2.68 1.98
C 1.04 3.70 -1.60
H -1.41 4.53 -0.34
H 0.76 3.43 -2.63
H -2.12 3.14 -1.22
P 0.27 -2.73 -0.02
C -1.43 -3.40 0.13
C 1.09 -3.98 -1.07
H 1.77 -2.36 1.80
H 1.37 -4.11 1.69
H 0.21 -2.93 2.40
C 0.97 -3.09 1.63
H 2.17 -3.77 -1.09
H 0.92 -5.00 -0.67
H -1.40 -4.49 0.24
H -2.01 -3.12 -0.76
H 0.69 -3.91 -2.09
H -1.89 -2.94 1.01
C -2.25 0.37 0.97
O -3.18 0.50 1.62
F 0.88 0.03 1.78
B -0.03 0.04 2.91
F 0.68 -0.29 4.06
F -0.66 1.32 2.97
F -1.08 -0.93 2.67
*
```

LUMO energy (alpha / beta), eV: -11.28 / -11.28
HOMO energy (alpha / beta), eV: -16.91 / -16.91
Kohn-Sham gap (alpha / beta), eV: 5.636 / 5.635
ΔE to the lowest compared entry with this formula, charge and spin, kJ/mol: 46.5

These are the natural (NBO) partial charges, in e, on atoms 1 to 4: number 1, C, carries -0.908; number 2, I, carries 0.062; number 3, H, carries 0.268; number 4, H, carries 0.262

***

No. 11
Entry from OMol25: a cluster of 2 separate species, C8H21BI2O6P2S in total (the ωB97M-V functional and the def2-TZVPD basis).

ORCA input file:
```
! RIJCOSX wB97M-V def2-TZVPD def2/J DEFGRID3
* xyz 0 1
C -4.02 0.30 2.75
C -3.28 0.34 1.32
O -2.43 -0.78 1.09
P -0.78 -0.53 1.61
B -0.33 0.02 -0.19
C 1.07 0.64 -0.69
O -1.33 -0.15 -1.22
C -0.85 -2.24 2.36
I -2.06 -2.50 4.17
C -0.25 -3.39 1.90
C -0.41 -4.79 2.66
I 0.92 -3.35 0.11
P 1.20 -0.08 2.46
O 2.36 -0.86 1.89
O 1.11 -0.49 4.13
O 1.53 1.61 2.46
H -4.77 -0.54 2.76
H -3.30 0.26 3.61
H -4.60 1.26 2.84
H -2.81 1.34 1.11
H -4.13 0.24 0.57
H -1.29 0.54 2.45
H 0.98 0.89 -1.80
H 1.93 -0.09 -0.63
H 1.33 1.63 -0.20
H -1.41 -1.09 -1.45
H -1.49 -5.08 2.79
H 0.14 -4.76 3.65
H 0.06 -5.57 1.99
H 0.51 0.16 4.54
H 1.05 1.99 3.22
C 3.50 3.43 -5.47
S 1.96 3.12 -4.60
O 2.30 2.82 -3.17
C 1.60 1.54 -5.40
H 3.93 4.36 -5.10
H 4.20 2.61 -5.30
H 3.30 3.53 -6.54
H 2.42 0.84 -5.23
H 1.46 1.70 -6.47
H 0.68 1.14 -4.97
*
```

LUMO energy, eV: -0.66
HOMO energy, eV: -8.76
Kohn-Sham gap, eV: 8.100

These are the natural (NBO) partial charges, in e, on atoms 1 to 4: number 1, C, carries -0.645; number 2, C, carries -0.087; number 3, O, carries -0.858; number 4, P, carries 0.757

***

No. 12
Entry from OMol25: a structure of composition C8H21Cl2HfSSi2 (the ωB97M-V functional and the def2-TZVPD basis).

ORCA input file:
```
! RIJCOSX wB97M-V def2-TZVPD def2/J DEFGRID3
* xyz 1 1
Hf 0.06 1.95 -0.19
Cl 2.54 2.42 1.17
C 2.70 4.09 0.54
Cl 1.16 4.51 -0.27
H 3.51 4.12 -0.18
H 2.85 4.76 1.37
S -1.88 2.83 0.17
C 2.56 0.02 -1.51
Si 0.82 -0.61 -1.14
C -0.29 0.43 -2.36
C 0.77 -2.45 -1.43
C 0.18 -0.06 0.54
Si -1.40 -0.89 1.21
C -2.79 -0.81 -0.05
C -1.11 -2.70 1.60
C -1.83 -0.02 2.82
H 2.88 -0.41 -2.46
H 3.27 -0.28 -0.74
H 2.65 1.11 -1.63
H 0.12 0.29 -3.36
H -0.41 1.54 -2.37
H -1.33 0.08 -2.36
H 1.27 -2.73 -2.35
H -0.24 -2.86 -1.44
H 1.31 -2.90 -0.59
H 0.92 -0.17 1.34
H -2.61 -1.50 -0.88
H -2.97 0.19 -0.44
H -3.71 -1.14 0.44
H -0.93 -3.31 0.71
H -2.01 -3.10 2.08
H -0.28 -2.86 2.29
H -1.96 1.05 2.69
H -1.06 -0.19 3.57
H -2.77 -0.43 3.21
*
```

LUMO energy, eV: -3.90
HOMO energy, eV: -12.26
Kohn-Sham gap, eV: 8.365
ΔE to the lowest compared entry with this formula, charge and spin, kJ/mol: 7.6

These are the natural (NBO) partial charges, in e, on atoms 1 to 4: number 1, Hf, carries 1.455; number 2, Cl, carries 0.099; number 3, C, carries -0.368; number 4, Cl, carries 0.135

***

| no. | maximum force (eV/Å) | M (g/mol) | E (Ha) |
| --- | --- | --- | --- |
| 1 | 6.980 | 264.051 | -1147.92948 |
| 2 | 1.332 | 684.666 | -16341.78341 |
| 3 | 4.342 | 285.173 | -777.96800 |
| 4 | 8.764 | 296.162 | -1322.28481 |
| 5 | 3.584 | 174.268 | -555.77210 |
| 6 | 5.097 | 189.243 | -822.33475 |
| 7 | 4.382 | 195.219 | -883.51313 |
| 8 | 2.760 | 384.542 | -2075.08675 |
| 9 | 2.395 | 377.879 | -1536.92016 |
| 10 | 2.828 | 617.891 | -2011.50373 |
| 11 | 4.705 | 571.885 | -2469.96729 |
| 12 | 0.863 | 454.891 | -2262.81040 |